Below is a 2-piece molecular cluster, C4H12N2S2 overall, with properties calculated with ωB97M-V with the def2-TZVPD basis set.

Bonds (Å) are listed after each position.
Element x y z (Å)
1 C -2.107 -0.017 -2.399  S2 1.812, H5 1.085, H6 1.088, H7 1.087
2 S -0.858 1.013 -3.215  C1 1.812, S3 2.060
3 S 0.848 0.253 -2.344  S2 2.060, C4 1.817
4 C 1.598 1.824 -1.824  S3 1.817, H8 1.088, H9 1.088, H10 1.086
5 H -1.879 -1.069 -2.537  C1 1.085
6 H -2.172 0.218 -1.338  C1 1.088
7 H -3.054 0.238 -2.868  C1 1.087
8 H 0.949 2.314 -1.101  C4 1.088
9 H 2.554 1.597 -1.358  C4 1.088
10 H 1.762 2.454 -2.693  C4 1.086
11 C 0.240 0.301 1.391  N12 1.453, H15 1.089, H16 1.092, H17 1.093
12 N 0.763 -0.982 1.827  C11 1.453, C13 1.365, H18 1.009
13 C 0.019 -1.739 2.687  N12 1.365, N14 1.272, H19 1.094
14 N 0.515 -2.697 3.360  C13 1.272, H20 1.015
15 H 0.980 0.821 0.785  C11 1.089
16 H -0.636 0.151 0.757  C11 1.092
17 H -0.024 0.961 2.222  C11 1.093
18 H 1.756 -1.037 1.994  N12 1.009
19 H -1.025 -1.431 2.794  C13 1.094
20 H -0.231 -3.173 3.858  N14 1.015

Values from the calculation:
- energy relative to the best compared isomer or geometry (same formula, charge and spin) (kcal/mol) = 11.3
- HOMO level (Eh) = -0.30752
- SMILES = [H]/N=C/NC.CSSC
- orbital gap (hartree) = 0.33010